(1)
Entry from the OMol25 dataset: a single C5H9NO molecule (the ωB97M-V functional and the def2-TZVPD basis).

```
16
Properties=species:S:1:pos:R:3:forces:R:3:mulliken_charge:R:1
O -2.37457 -0.25841 0.56842 0.02 -0.18 0.22 -0.185
N -0.69950 0.57180 -0.84558 -0.45 -0.13 0.16 -0.458
C -1.81864 -1.35600 1.04852 -0.25 0.04 -0.35 -0.388
C 1.26210 -0.85071 -0.65907 0.07 -0.04 -0.01 -1.295
C 0.34125 0.12162 0.07010 0.07 -0.05 0.10 0.765
C 1.06660 1.33254 0.63998 0.07 0.06 0.03 -1.459
C -1.90982 0.35969 -0.60415 0.38 0.11 -0.19 0.113
H 1.81131 0.99099 1.36649 -0.05 0.10 -0.13 0.357
H 1.56522 1.91180 -0.14213 -0.07 -0.08 0.06 0.353
H 1.80378 -0.34490 -1.46437 -0.08 -0.04 0.11 0.341
H -1.27248 -1.82995 0.18997 -0.11 0.08 0.10 0.213
H -0.07956 -0.40410 0.94758 0.11 0.03 -0.06 0.253
H 0.69066 -1.67473 -1.10036 0.09 0.14 0.08 0.293
H 1.98531 -1.27369 0.04504 -0.05 0.08 -0.11 0.359
H -2.72767 0.72263 -1.22246 0.13 -0.07 0.08 0.401
H 0.35599 1.98140 1.16202 0.13 -0.05 -0.09 0.337
```
Forces are in eV/Å.



(2)
Entry from the OMol25 dataset: a single C5H9NO molecule (the ωB97M-V functional and the def2-TZVPD basis).

```
16
Properties=species:S:1:pos:R:3:forces:R:3:mulliken_charge:R:1
O -0.60793 0.23492 2.41984 0.23 -0.51 -0.05 -0.477
N -0.59562 -1.05966 -1.24701 -0.06 -0.14 0.45 -0.426
C -0.58471 0.75736 1.34007 -0.56 1.85 0.17 0.057
C 0.61520 1.44952 0.72327 1.01 -2.03 0.08 -0.641
C 0.82846 0.81921 -0.69281 -1.56 0.78 0.83 -0.674
C 0.72418 -0.70753 -0.69779 0.08 -0.49 -0.76 -0.542
C -1.27772 -1.91728 -0.61406 0.14 1.03 0.03 -0.377
H 0.42050 2.49961 0.60917 -0.15 0.56 0.11 0.367
H -1.53375 0.95723 0.79719 -0.01 -0.46 -0.16 0.351
H -0.88352 -2.40372 0.28064 -0.23 -0.20 0.08 0.300
H 1.44880 -1.19772 -1.35267 0.18 0.34 -0.03 0.391
H -0.12533 1.18086 -1.09562 0.26 -0.32 -0.92 0.326
H 0.87602 -1.14657 0.29383 -0.01 0.09 0.13 0.388
H -2.32475 -2.00027 -0.89139 0.08 -0.64 -0.11 0.292
H 1.59962 1.27215 -1.30793 0.33 -0.14 0.31 0.359
H 1.42055 1.26190 1.43527 0.27 0.27 -0.16 0.305
```
Forces are in eV/Å.

Summary:
- SMILES: C=NCCCC=O



(3)
Entry from the OMol25 dataset: a single C5H9NO molecule (the ωB97M-V functional and the def2-TZVPD basis).

```
16
Properties=species:S:1:pos:R:3:forces:R:3:mulliken_charge:R:1
O 2.15316 -1.00342 1.59196 1.14 -1.67 -0.02 -0.466
N -1.88447 0.87983 -1.42385 -2.63 -1.59 -2.01 -0.453
C 0.00212 -1.15197 0.59085 -2.47 -3.19 -1.47 -0.473
C 1.11709 -0.51449 1.26239 1.20 2.87 1.79 -0.031
C -0.32090 1.77702 -0.11824 0.99 -3.80 -1.30 -1.335
C 0.00056 -0.71810 -0.94707 -1.41 -0.20 0.50 -0.576
C -0.71224 0.64069 -0.81619 2.05 3.25 0.77 0.882
H -0.61431 -1.39827 -1.68177 1.07 1.08 1.77 0.232
H 0.63214 1.91022 0.27561 1.33 0.17 0.50 0.356
H -0.03760 -2.30699 0.61631 0.90 1.71 0.28 0.319
H 1.09618 0.60543 1.55755 -0.99 -1.43 -0.70 0.322
H -0.97377 2.56248 -0.03212 -1.50 1.75 0.12 0.233
H -0.95114 -0.88334 1.10929 0.66 0.21 -0.65 0.329
H -2.51836 0.15146 -1.76915 0.66 0.54 0.36 0.195
H -2.25600 1.81864 -1.39662 0.05 -0.45 0.03 0.157
H 1.06905 -0.78993 -1.27832 -1.05 0.75 0.03 0.309
```
Forces are in eV/Å.

Summary:
- SMILES: C=C(N)CCC=O



E_HOMO for every record listed, in sequence, given in eV: -8.996; -9.796; -7.768.
Electronic energy for every record listed, in sequence, given in Eh: -325.77085; -325.85084; -325.82484.
Relative energy (zero: lowest compared OMol25 entry of this formula, charge and spin) for every record listed, in sequence, given in kJ/mol: 437.7; 227.7; 295.9.